Model A:
This record from the Open Molecules 2025 dataset describes a cluster of 2 separate species, C2H5O2 in total. The level of theory is wB97M-V/def2-TZVPD.

Calculated values
- E_LUMO: 4.704 eV

```
! RIJCOSX wB97M-V def2-TZVPD def2/J DEFGRID3
* xyz -1 1
O -1.42884 0.28729 -0.87175
C -1.15229 -0.83621 -1.34116
O -0.21706 -1.60775 -0.91289
H -1.81268 -1.23347 -2.14412
C 0.93125 0.67003 1.07394
H 0.73091 -0.18415 0.33839
H 0.61952 0.44331 2.12636
H 0.34737 1.51962 0.67619
H 1.98182 0.94132 1.05505
*
```

---

Model B:
This record from the Open Molecules 2025 dataset describes a cluster of 2 separate species, C2H5O2 in total. The level of theory is wB97M-V/def2-TZVPD.

Calculated values
- E_LUMO: 3.559 eV

```
! RIJCOSX wB97M-V def2-TZVPD def2/J DEFGRID3
* xyz -1 1
O -2.19197 -1.25537 -0.56059
H -2.23851 -2.23056 -0.67780
C 0.05799 0.81666 -0.44089
C 0.58706 0.05015 0.52770
O 1.80366 0.20297 0.94946
H -0.98424 0.49795 -0.71225
H 0.63019 1.66622 -0.83179
H 0.03334 -0.77532 0.95170
H 2.30247 1.02730 0.79445
*
```

---

We find model A to be the most stable, with the next structure 280.2 kJ/mol higher.

---

Model A:
This record from the Open Molecules 2025 dataset describes the molecule C4H8ClN. The level of theory is wB97M-V/def2-TZVPD.

Calculated values
- E_LUMO: 0.944 eV

```
! RIJCOSX wB97M-V def2-TZVPD def2/J DEFGRID3
* xyz 0 1
C -0.66652 -1.05646 -0.12218
C -2.18040 -1.25539 -0.07190
C 1.81102 1.44714 0.25893
C 1.37570 0.30058 -0.52457
N -0.14410 0.01648 -0.38684
Cl 2.52828 -1.13526 0.04334
H -0.21359 -1.87923 0.35869
H -2.64742 -1.19061 0.91033
H -2.33768 -2.35654 -0.33901
H -2.55098 -0.53404 -0.90490
H 1.22069 2.34762 -0.18058
H 1.75397 1.22910 1.33910
H 2.79590 1.85062 0.03087
H 1.53442 0.24273 -1.57604
*
```

---

Model B:
This record from the Open Molecules 2025 dataset describes a structure of composition C4H8ClN. The level of theory is wB97M-V/def2-TZVPD.

Calculated values
- E_LUMO: 1.000 eV

```
! RIJCOSX wB97M-V def2-TZVPD def2/J DEFGRID3
* xyz 0 1
C 0.66475 0.02170 0.44093
C -0.44245 1.08172 0.27420
C -1.19458 -0.06402 -0.41667
C -0.31532 -1.07235 0.30465
H 2.17073 0.82990 -0.83813
H 2.26637 -0.81296 -0.70932
H 1.09194 -0.03511 1.49037
H -0.26925 1.91198 -0.35683
H -0.83035 1.40639 1.27345
H -0.92755 -0.01950 -1.48133
H -0.77814 -1.29988 1.30443
H -0.05078 -1.90230 -0.29938
N 1.58942 -0.01230 -0.75891
Cl -2.97480 -0.03327 -0.22747
*
```

---

Model C:
This record from the Open Molecules 2025 dataset describes the molecule C4H8ClN. The level of theory is wB97M-V/def2-TZVPD.

Calculated values
- E_LUMO: 0.989 eV

```
! RIJCOSX wB97M-V def2-TZVPD def2/J DEFGRID3
* xyz 0 1
C 0.17433 -0.81284 -1.84534
C 0.07089 -0.42216 -0.36053
C -0.59947 -1.21288 0.68426
C -1.22742 0.05889 0.21540
H -0.10401 0.05344 -2.44007
H -0.62417 -1.49850 -2.06754
H 1.18454 -1.08109 -2.13307
H -1.09070 -2.19228 0.47016
H -0.21957 -1.19996 1.73853
H -2.13387 0.00995 -0.41494
H -1.92332 2.06964 0.89881
H -0.59263 1.38989 1.66964
N -1.38851 1.19115 1.13877
Cl 1.45372 0.49675 0.12614
*
```

---

We find model B to be the most stable, with the next structure 22.9 kJ/mol higher.